Below is the ion C3H11N4 with charge +1, with properties calculated with ωB97M-V with the def2-TZVPD basis set.

electronic energy = -9238.3460 eV
E_HOMO (spin up / spin down) = -11.883 / -11.883 eV
frontier orbital gap (spin up / spin down) = 5.626 / 5.627 eV
structure (SMILES) = [H]/N=[NH+]/[C@@H](CC)NN
LUMO (spin up / spin down) = -6.257 / -6.256 eV
net charge = +1
energy above the lowest of the compared OMol25 structures with the same formula, charge and spin = 136.0 kcal per mole

Last columns: bonded neighbours and bond lengths (Å).
Atoms and positions in Å:
1 C -1.54810 0.91834 1.42124  C2 1.595, H8 1.056, H9 1.123, H10 1.022
2 C -0.40439 -0.15737 1.13830  C1 1.595, C3 1.618, H11 1.066, H12 1.017
3 C 0.57559 0.29643 -0.06606  C2 1.618, N5 1.467, N6 1.447, H13 1.099
4 N -0.43547 1.51692 -1.81423  N5 1.228, H14 1.025
5 N -0.27220 0.43638 -1.25489  C3 1.467, N4 1.228, H16 1.015
6 N 1.56982 -0.74662 -0.19407  C3 1.447, N7 1.380, H15 1.096
7 N 1.64340 -1.84323 -1.02906  N6 1.380, H17 1.031, H18 1.072
8 H -1.19125 1.52764 2.20636  C1 1.056
9 H -1.88184 1.67358 0.65944  C1 1.123
10 H -2.38197 0.37262 1.64753  C1 1.022
11 H -0.98750 -0.95012 0.72856  C2 1.066
12 H 0.06432 -0.40977 2.00500  C2 1.017
13 H 1.08895 1.23694 0.17972  C3 1.099
14 H -1.13629 1.57193 -2.56043  N4 1.025
15 H 1.96736 -0.90981 0.81448  N6 1.096
16 H -0.85330 -0.39280 -1.33199  N5 1.015
17 H 2.12464 -2.64571 -0.59593  N7 1.031
18 H 2.05824 -1.49534 -1.95398  N7 1.072

---

Below is the ion C3H11N4 with charge +1, with properties calculated with ωB97M-V with the def2-TZVPD basis set.

electronic energy = -9240.5776 eV
E_HOMO = -13.835 eV
frontier orbital gap = 10.158 eV
structure (SMILES) = CN/C=[NH+]\N(C)N
LUMO = -3.677 eV
net charge = +1
energy above the lowest of the compared OMol25 structures with the same formula, charge and spin = 84.5 kcal per mole

Last columns: bonded neighbours and bond lengths (Å).
Atoms and positions in Å:
1 C 0.92429 0.79045 -0.51257  N4 1.285, N6 1.350, H8 1.037
2 C 2.88862 -0.18410 0.36375  N4 1.379, H9 1.021, H10 1.219, H11 1.009
3 C -2.38409 0.41973 0.68385  N7 1.494, H12 1.076, H13 1.124, H14 1.025
4 N 1.52288 -0.09921 0.19505  C1 1.285, C2 1.379, H18 0.997
5 N -1.29686 -1.31921 -0.75970  N7 1.379, H15 0.956, H16 0.969
6 N -0.42246 0.74058 -0.59751  C1 1.350, N7 1.399, H17 0.989
7 N -1.18340 -0.22428 0.07020  C3 1.494, N5 1.379, N6 1.399
8 H 1.38294 1.17093 -1.36166  C1 1.037
9 H 3.13865 -0.17291 1.35400  C2 1.021
10 H 3.35488 0.80202 -0.18023  C2 1.219
11 H 3.25739 -1.00247 -0.09797  C2 1.009
12 H -3.11239 0.60995 -0.08452  C3 1.076
13 H -2.67122 -0.29907 1.49922  C3 1.124
14 H -2.10882 1.30762 1.11469  C3 1.025
15 H -2.15671 -1.28613 -1.17686  N5 0.956
16 H -1.12604 -2.13763 -0.26939  N5 0.969
17 H -0.89775 1.50976 -0.99732  N6 0.989
18 H 0.89007 -0.62602 0.75696  N4 0.997

---

Below is the ion C3H11N4 with charge +1, with properties calculated with ωB97M-V with the def2-TZVPD basis set.

electronic energy = -9235.8489 eV
2S+1 = 3
E_HOMO (spin up / spin down) = -8.521 / -13.056 eV
frontier orbital gap (spin up / spin down) = 5.247 / 5.323 eV
LUMO (spin up / spin down) = -3.273 / -7.733 eV
⟨S²⟩ = 2.007
net charge = +1
energy above the lowest of the compared OMol25 structures with the same formula, charge and spin = 76.1 kcal per mole

Last columns: bonded neighbours and bond lengths (Å).
Atoms and positions in Å:
1 C 1.17819 -0.34764 0.43429  N4 1.306, N6 1.349, H8 1.128
2 C 0.75259 -0.32385 2.88660  N4 1.422, H9 1.134, H10 1.122, H11 1.068
3 C -1.29313 1.23726 -1.94325  N7 1.704, H12 0.995, H13 1.134, H14 1.103
4 N 0.43472 -0.24567 1.50283  C1 1.306, C2 1.422, H18 1.091
5 N -0.86678 -1.31041 -1.84864  N7 1.349, H15 0.950, H16 1.016
6 N 0.69111 -0.05177 -0.78843  C1 1.349, N7 1.435, H17 1.026
7 N -0.68687 -0.15681 -1.17342  C3 1.704, N5 1.349, N6 1.435
8 H 2.29638 -0.49448 0.40701  C1 1.128
9 H 1.00094 0.74465 3.17568  C2 1.134
10 H 1.56505 -1.06730 3.10032  C2 1.122
11 H -0.06496 -0.66168 3.48535  C2 1.068
12 H -1.02813 1.89132 -1.24239  C3 0.995
13 H -0.76462 1.24988 -2.94597  C3 1.134
14 H -2.36484 0.97634 -1.93719  C3 1.103
15 H -0.37344 -1.34265 -2.65998  N5 0.950
16 H -1.85587 -1.33397 -2.08139  N5 1.016
17 H 1.29729 -0.12491 -1.61330  N6 1.026
18 H -0.64342 -0.14822 1.36577  N4 1.091